Record 1
This record from the Open Molecules 2025 dataset describes a structure of composition C26H59N9O3P2SSiTeY. The level of theory is ωB97M-V with the def2-TZVPD basis set.

ORCA input file:
```
! wB97M-V def2-TZVPD RIJCOSX def2/J DEFGRID3
* xyz 1 1
Y -0.8755 0.5788 -0.9346
N 1.5087 1.8290 -0.9021
C 1.7429 2.9471 0.0167
C 0.4913 3.8086 0.0756
N -0.6893 3.0119 0.4111
C -0.9644 2.8704 1.8466
C -0.2418 1.6781 2.4630
N -0.5664 0.4718 1.6994
H 1.6046 2.1441 -1.8634
H 2.1835 1.0815 -0.7696
H 1.9686 2.5377 0.9983
H 2.5948 3.5660 -0.2822
H 0.6469 4.6276 0.7881
H 0.3253 4.2584 -0.9069
H -1.5053 3.4262 -0.0301
H -0.6984 3.7846 2.3903
H -2.0392 2.7132 1.9536
H 0.8377 1.8232 2.4437
H -0.5322 1.5966 3.5150
H 0.0647 -0.3021 1.9051
H -1.4991 0.1512 1.9482
C 3.6019 0.4239 2.5254
N 3.8447 -0.5027 1.4198
C 5.1730 -0.3574 0.8367
P 3.0301 -1.9368 1.4157
O 1.6646 -1.7730 1.9494
O 3.1468 -2.4147 -0.1244
P 2.3352 -1.9232 -1.4271
O 1.1313 -1.1133 -1.1704
N 3.4947 -1.0603 -2.2321
C 3.0715 -0.1621 -3.3102
C 4.7797 -1.6944 -2.5261
N 1.9402 -3.3646 -2.1117
C 0.9517 -3.3355 -3.1916
C 2.8893 -4.4673 -2.2172
N 3.7903 -3.2202 2.1225
C 3.5640 -3.4262 3.5563
C 5.1251 -3.6256 1.6899
H 3.6491 1.4478 2.1510
H 4.3562 0.3159 3.3103
H 2.6191 0.2464 2.9519
H 5.2681 0.6395 0.4013
H 5.3295 -1.0854 0.0474
H 5.9581 -0.4779 1.5890
H 2.0873 0.2496 -3.0998
H 3.0256 -0.6792 -4.2738
H 3.7940 0.6513 -3.3956
H 5.0512 -2.4108 -1.7543
H 5.5546 -0.9278 -2.5720
H 4.7589 -2.2135 -3.4890
H 0.2126 -2.5590 -3.0051
H 0.4413 -4.2996 -3.2199
H 1.4127 -3.1639 -4.1694
H 3.5912 -4.4498 -1.3868
H 3.4458 -4.4433 -3.1587
H 2.3373 -5.4077 -2.1722
H 2.5782 -3.0645 3.8339
H 4.3183 -2.9151 4.1624
H 3.6190 -4.4936 3.7711
H 5.2157 -3.5518 0.6080
H 5.2828 -4.6675 1.9700
H 5.9120 -3.0269 2.1585
Te -3.7368 1.1727 -0.3704
C -3.9784 2.9794 -1.4632
C -3.6632 4.2200 -0.9100
C -3.8493 5.3914 -1.6330
C -4.3798 5.3412 -2.9136
C -4.7365 4.1149 -3.4552
C -4.5345 2.9429 -2.7395
H -3.3328 4.2840 0.1218
H -3.6046 6.3454 -1.1832
H -4.5276 6.2512 -3.4792
H -5.1736 4.0663 -4.4444
H -4.8221 1.9944 -3.1732
C -2.5264 -4.3131 -1.9135
N -1.4186 -4.3663 -0.9714
C -0.5261 -5.4120 -0.8088
C 0.3406 -5.0507 0.1622
N -0.0406 -3.7961 0.5811
C -1.1135 -3.3746 -0.1104
S -2.0014 -1.9501 0.1448
H -2.4370 -5.1522 -2.5986
H -2.4931 -3.3741 -2.4631
H -3.4757 -4.3678 -1.3836
H -0.6056 -6.3196 -1.3786
H 1.1796 -5.5704 0.5862
H 0.4217 -3.1969 1.2624
C -2.0044 2.3644 -5.2565
Si -1.6034 0.6088 -4.7414
C -3.1396 -0.3953 -4.3374
C -0.8155 -0.2399 -6.2296
C -0.4375 0.6469 -3.2971
H -2.6610 2.3930 -6.1285
H -1.0794 2.8825 -5.5223
H -2.4869 2.9268 -4.4552
H -3.9030 -0.3056 -5.1140
H -3.5822 -0.1019 -3.3836
H -2.8745 -1.4553 -4.2673
H -1.5152 -0.2834 -7.0680
H -0.5185 -1.2669 -5.9984
H 0.0734 0.2966 -6.5701
H 0.2330 1.5038 -3.4855
H 0.1950 -0.2487 -3.3966
*
```

For the energy above the lowest of the compared OMol25 structures with the same formula, charge and spin, the calculation gives 27.8 kcal per mole. Its HOMO energy is -9.125 eV. The largest force on an atom is 1.3 eV/A. As for the HOMO-LUMO gap: 7.284 eV. The total energy is -3421.52665 Eh.

Record 2
This record from the Open Molecules 2025 dataset describes a cluster of 3 separate species, C26H60BFN7O4P2 in total. The level of theory is ωB97M-V with the def2-TZVPD basis set.

ORCA input file:
```
! wB97M-V def2-TZVPD RIJCOSX def2/J DEFGRID3
* xyz 1 1
C -3.5923 -2.0530 2.6372
C -2.9003 -1.4082 1.3370
C -1.3492 -1.8146 1.1279
C -0.9817 -1.7936 -0.4389
C -0.9533 -3.2296 -1.1531
C -2.4196 -3.8680 -1.3805
C -2.5295 -5.3729 -0.7523
C -2.5196 -5.2094 0.8482
N -2.5850 -6.5394 1.5835
C -1.5614 -6.8100 2.5956
C -1.4580 -8.1195 3.4068
B -0.2322 -8.2473 4.4791
O 0.5601 -9.4662 4.4211
O 0.1139 -7.2070 5.4316
C 1.4544 -6.7261 5.0843
C -2.5373 -9.2168 3.1308
C -3.6296 -8.9113 2.0822
C -3.6065 -7.5304 1.3328
F -4.6411 -7.3201 0.4060
H -3.4940 -1.3541 3.5490
H -4.7108 -2.2148 2.3863
H -3.1843 -3.0745 2.9467
H -3.5497 -1.5761 0.4017
H -2.9097 -0.2618 1.5035
H -0.7379 -0.9568 1.6105
H -1.0424 -2.7644 1.6843
H -1.6656 -1.0491 -0.9691
H 0.0937 -1.3637 -0.5201
H -0.2360 -3.9875 -0.6664
H -0.5239 -3.0508 -2.2145
H -2.6911 -3.9996 -2.4963
H -3.2732 -3.2599 -0.9206
H -1.6119 -6.0140 -1.0204
H -3.5047 -5.8024 -1.1731
H -1.4763 -4.7864 1.1139
H -3.3226 -4.4966 1.2431
H -0.7927 -5.9759 2.7675
H -0.0743 -10.1528 4.1113
H 1.4580 -6.1358 4.0865
H 2.2057 -7.5859 4.9638
H 1.8546 -6.0202 5.8869
H -2.5235 -10.2042 3.6962
H -4.4476 -9.6570 1.8104
O 2.4019 -0.0527 -1.2621
P 3.8492 0.4352 -1.4831
N 3.4256 2.0728 -1.5872
C 3.0724 2.8832 -2.7305
C 3.0336 2.7249 -0.3430
N 4.0753 -0.4460 -2.9414
C 3.7797 0.0464 -4.2750
C 3.5995 -1.8338 -2.8660
N 5.5522 0.9619 -1.6740
C 6.2677 0.9202 -0.3955
C 6.0938 2.0280 -2.4895
H 3.5412 3.8722 -2.6448
H 1.9900 3.0249 -2.8115
H 3.4159 2.4821 -3.6787
H 3.8849 3.2797 0.0772
H 2.7102 1.9985 0.4082
H 2.2066 3.4264 -0.4757
H 2.7643 0.4518 -4.3451
H 3.8626 -0.7448 -5.0288
H 4.5014 0.7952 -4.5998
H 2.5198 -1.9040 -3.0537
H 3.7999 -2.2626 -1.8802
H 4.1198 -2.4649 -3.5932
H 6.0457 1.8027 0.2115
H 7.3515 0.8636 -0.5451
H 5.9774 0.0306 0.1792
H 5.9950 3.0113 -2.0124
H 5.6530 2.0874 -3.4807
H 7.1607 1.8499 -2.6614
O 0.2071 5.0910 -0.8662
P -0.6394 6.2676 -0.3386
N -1.6816 5.2869 0.5735
C -2.9343 4.6617 0.2195
C -1.1262 4.6970 1.7851
N -1.1566 6.7804 -1.8941
C -2.3519 6.3188 -2.5765
C -0.0715 6.8297 -2.8846
N -1.5531 7.6710 0.2994
C -0.7987 8.3636 1.3484
C -2.9693 7.7931 0.5700
H -3.6428 4.7481 1.0540
H -2.8086 3.5986 -0.0130
H -3.4315 5.1194 -0.6296
H -1.4086 5.2967 2.6621
H -0.0337 4.6584 1.7498
H -1.4700 3.6734 1.9518
H -2.4083 5.2249 -2.6070
H -2.3908 6.6715 -3.6132
H -3.2579 6.7247 -2.1269
H 0.1165 5.8445 -3.3307
H 0.8592 7.1771 -2.4278
H -0.3078 7.5346 -3.6876
H -0.8897 7.8470 2.3085
H -1.1432 9.3958 1.4739
H 0.2670 8.4119 1.0882
H -3.2502 7.3551 1.5363
H -3.6006 7.3531 -0.1970
H -3.2459 8.8525 0.5946
*
```

Its HOMO energy is -8.683 eV. The largest force on an atom is 7.1 eV/A. As for the HOMO-LUMO gap: 3.898 eV. The total energy is -2517.68017 Eh.

Record 3
This record from the Open Molecules 2025 dataset describes a cluster of 6 separate species, C26H60Cl8N4 in total. The level of theory is ωB97M-V with the def2-TZVPD basis set.

ORCA input file:
```
! wB97M-V def2-TZVPD RIJCOSX def2/J DEFGRID3
* xyz -1 2
C 34.0306 -19.3365 -32.9513
C 35.0516 -19.2961 -31.7938
N 36.3457 -18.6974 -32.2000
C 37.2954 -19.0633 -31.1997
C 37.7648 -20.5208 -31.3993
C 36.2319 -17.2608 -32.2638
C 37.4109 -16.7780 -33.0350
H 33.6630 -18.3398 -33.1953
H 33.1755 -19.9629 -32.6974
H 34.4555 -19.6765 -33.8958
H 34.6394 -18.7121 -30.9710
H 35.2023 -20.2695 -31.3270
H 38.2577 -18.5590 -31.2882
H 36.9692 -18.9262 -30.1688
H 36.9650 -21.2596 -31.4492
H 38.2765 -20.5374 -32.3616
H 38.4828 -20.7480 -30.6112
H 36.3189 -16.8153 -31.2728
H 35.2988 -16.9336 -32.7223
H 37.3926 -17.0405 -34.0927
H 38.3888 -16.8827 -32.5649
H 37.3487 -15.6967 -33.1581
C 38.7723 -11.3392 -36.2724
C 37.6302 -10.2937 -36.1133
N 37.3729 -10.0668 -34.6845
C 38.3566 -9.0831 -34.1624
C 38.3485 -9.0991 -32.6036
C 36.0374 -9.5523 -34.4864
C 34.9504 -10.5863 -34.8247
H 38.5704 -12.3025 -35.8041
H 39.7819 -10.9942 -36.0494
H 38.9786 -11.6069 -37.3086
H 37.9212 -9.3696 -36.6128
H 36.7238 -10.7863 -36.4654
H 39.3681 -9.3291 -34.4857
H 38.2133 -8.0856 -34.5780
H 39.2840 -8.7371 -32.1771
H 37.6486 -8.3404 -32.2533
H 38.0989 -10.0707 -32.1770
H 35.8398 -8.5926 -34.9641
H 35.8939 -9.4077 -33.4156
H 34.6428 -10.6500 -35.8684
H 34.0639 -10.3166 -34.2507
H 35.1360 -11.5941 -34.4533
C 45.2465 -15.7333 -33.5181
C 44.4534 -15.0109 -34.6503
N 42.9841 -14.9438 -34.3499
C 42.3163 -16.2536 -34.3938
C 41.3974 -16.3665 -33.1743
C 42.4033 -14.0728 -35.4123
C 42.6546 -12.5876 -35.1749
H 45.1660 -15.2428 -32.5480
H 46.3061 -15.7420 -33.7733
H 44.9251 -16.7646 -33.3721
H 44.8459 -14.0050 -34.7997
H 44.5666 -15.5907 -35.5662
H 41.8386 -16.3691 -35.3667
H 43.0279 -17.0778 -34.4430
H 40.6419 -15.5824 -33.2249
H 40.8609 -17.3147 -33.1396
H 41.9546 -16.3602 -32.2375
H 41.3222 -14.1030 -35.5481
H 42.8275 -14.3254 -36.3840
H 42.3415 -11.8945 -35.9557
H 43.7240 -12.3821 -35.1286
H 42.0829 -12.2022 -34.3307
C 32.1668 -20.8718 -39.5595
C 32.5497 -19.6577 -38.7476
N 33.5001 -19.9330 -37.6821
C 34.7604 -20.6002 -38.0545
C 35.5329 -19.7199 -39.0393
C 33.8170 -18.7755 -36.8468
C 32.5341 -18.0787 -36.1825
H 32.9904 -21.3335 -40.1041
H 31.3942 -20.6561 -40.2975
H 31.7791 -21.6410 -38.8916
H 32.9821 -18.9156 -39.4187
H 31.6578 -19.1427 -38.3904
H 34.6261 -21.5665 -38.5407
H 35.3317 -20.7602 -37.1401
H 36.4302 -20.2611 -39.3396
H 36.0724 -18.8945 -38.5748
H 35.0471 -19.4554 -39.9785
H 34.4281 -19.1029 -36.0057
H 34.3475 -17.9636 -37.3442
H 31.7444 -18.8103 -36.0115
H 32.8554 -17.5488 -35.2857
H 32.0882 -17.3895 -36.8996
C 34.6856 -14.6297 -41.0087
Cl 33.5354 -13.7069 -40.0137
Cl 34.0956 -14.7959 -42.6764
Cl 36.1846 -13.8344 -40.9014
Cl 34.8163 -16.2199 -40.2633
C 37.2901 -15.0647 -36.7027
Cl 36.5709 -16.6780 -36.7343
Cl 37.5768 -14.5464 -38.3501
Cl 36.1847 -13.8852 -36.0281
Cl 38.8661 -15.1165 -35.7655
*
```

The expectation value of S² is 0.753. Its HOMO energy (alpha / beta) is -0.652 / -5.923 eV. The largest force on an atom is 3.2 eV/A. As for the HOMO-LUMO gap (alpha / beta): 2.969 / 8.212 eV. The total energy is -4927.04332 Eh.

Record 4
This record from the Open Molecules 2025 dataset describes a cluster of 8 separate species, C26H60Cl8O3S3 in total. The level of theory is ωB97M-V with the def2-TZVPD basis set.

ORCA input file:
```
! wB97M-V def2-TZVPD RIJCOSX def2/J DEFGRID3
* xyz 0 1
C -0.1191 0.8920 1.4696
S -0.2100 1.2834 -0.3118
O 1.0367 2.0611 -0.5986
C 0.0796 -0.4176 -0.8811
H -0.0844 1.7878 2.0807
H 0.7443 0.2974 1.7753
H -0.9976 0.2504 1.5684
H 0.8884 -0.8963 -0.3321
H 0.3299 -0.3850 -1.9387
H -0.7947 -1.0310 -0.6564
C 2.1232 3.3455 3.6965
S 1.5997 2.2098 5.0163
O 2.7029 1.2206 5.1991
C 1.5985 3.4117 6.3744
H 1.3991 4.1567 3.6581
H 2.1175 2.7782 2.7657
H 3.1578 3.6386 3.8735
H 0.6288 3.8959 6.4590
H 2.4362 4.0949 6.2485
H 1.7441 2.8138 7.2745
C 3.8150 0.2154 1.6153
S 5.3155 -0.5208 2.2361
O 6.3082 0.5873 1.9469
C 4.9657 -0.5658 3.9932
H 2.9133 -0.2263 2.0414
H 3.7577 0.0952 0.5339
H 3.8700 1.2905 1.7837
H 4.2859 -1.3855 4.2216
H 4.4459 0.3390 4.3205
H 5.9458 -0.6069 4.4609
C 0.5771 -4.3008 1.3587
Cl 1.6911 -3.1201 2.1249
Cl 1.3918 -5.2834 0.1555
Cl 0.0278 -5.3915 2.6590
Cl -0.8555 -3.4761 0.7362
C -3.4981 0.1763 4.2227
Cl -2.0892 1.1640 4.0045
Cl -3.7924 0.0030 6.0047
Cl -4.9305 0.9097 3.5409
Cl -3.1086 -1.4115 3.5783
C 2.4334 0.8271 -9.6074
C 3.7075 0.4570 -8.8243
C 3.5421 0.5950 -7.2988
C 3.0160 -0.6935 -6.6572
C 3.1656 -0.6824 -5.1464
C 2.2311 -1.7520 -4.5289
H 1.5373 0.4979 -9.0798
H 2.4480 0.4132 -10.6164
H 2.3375 1.9066 -9.7563
H 3.8815 -0.5925 -9.0845
H 4.5579 0.9906 -9.2495
H 2.8633 1.4361 -7.1405
H 4.5107 0.8592 -6.8695
H 1.9692 -0.7943 -6.9555
H 3.5548 -1.5513 -7.0655
H 4.1733 -0.8952 -4.7877
H 2.8315 0.2606 -4.7071
H 2.4766 -2.7645 -4.8651
H 2.1490 -1.8775 -3.4475
H 1.2472 -1.4874 -4.9266
C -6.4957 4.9566 -5.5212
C -5.2360 4.6172 -4.7773
C -4.2861 3.8191 -5.6708
C -2.9652 3.2837 -5.1140
C -3.0183 2.4289 -3.8413
C -1.7065 1.7178 -3.5886
H -6.2665 5.5465 -6.4190
H -7.2468 5.5075 -4.9566
H -6.9664 4.0719 -5.9566
H -4.7223 5.3978 -4.2117
H -5.5304 3.9619 -3.9413
H -4.0613 4.4168 -6.5612
H -4.7929 2.9410 -6.0882
H -2.3719 2.7804 -5.8890
H -2.2546 4.1177 -4.9927
H -3.3423 3.0973 -3.0414
H -3.8138 1.6856 -3.9582
H -1.3194 1.1991 -4.4670
H -0.9415 2.3949 -3.2000
H -1.7987 0.9373 -2.8268
C -0.0149 -1.4832 5.2115
C -0.6642 -2.8412 5.5691
C -1.4289 -2.8856 6.8777
C -1.8224 -4.2910 7.3424
C -2.5222 -5.2113 6.3423
C -2.9694 -6.5170 7.0276
H -0.5715 -0.5580 5.3465
H 0.3570 -1.5203 4.1821
H 0.9198 -1.4677 5.7794
H -1.3144 -3.1674 4.7558
H 0.1865 -3.5222 5.6509
H -2.3583 -2.3084 6.8885
H -0.8633 -2.3722 7.6646
H -0.9642 -4.8600 7.7233
H -2.4054 -4.1549 8.2605
H -3.3570 -4.7582 5.8013
H -1.8141 -5.4541 5.5436
H -2.1575 -7.2397 7.0976
H -3.4925 -6.2998 7.9542
H -3.6576 -7.0193 6.3392
*
```

Its HOMO energy is -8.484 eV. The largest force on an atom is 2.1 eV/A. As for the HOMO-LUMO gap: 8.341 eV. The total energy is -6128.28087 Eh.